Version one
ORCA calculation (the ωB97M-V functional and the def2-TZVPD basis) on 3 unconnected molecules or ions with the total composition C4H6N2OS.

The geometry in XYZ format:
```
14
C4H6N2OS, DFT the ωB97M-V functional and the def2-TZVPD basis
C 1.84111 -2.14745 -2.39360
C 0.87695 -1.08905 -0.46443
C -1.89446 1.39466 1.65492
C -0.43728 0.98576 1.25919
N 1.20475 -2.95129 -1.59887
N 0.72836 -2.33693 -0.55406
O 0.36506 1.89887 0.98597
S 1.66461 -0.48718 -2.03303
H 2.30346 -2.39935 -3.34597
H -2.26401 1.91026 0.74472
H -1.81387 2.10900 2.46778
H -2.66916 0.64679 1.86453
H 0.19543 -0.25059 0.50915
H -0.10095 2.71650 0.90370
```

Summary:
Multiplicity = 1
Orbital gap = 8.08 eV
HOMO energy = -8.3 eV

Version two
ORCA calculation (the ωB97M-V functional and the def2-TZVPD basis) on a single C4H6N2OS molecule.

The geometry in XYZ format:
```
14
C4H6N2OS, DFT the ωB97M-V functional and the def2-TZVPD basis
H -0.23523 2.93259 -0.15550
N -0.81043 2.09893 0.04289
C -0.05829 1.07417 0.13560
N 1.28178 0.94304 -0.09227
C 1.74357 -0.35885 -0.05730
O 2.88321 -0.68395 -0.21676
C 0.52351 -1.25020 0.20859
C -0.61098 -0.29759 0.49744
S -2.20308 -0.75266 -0.21878
H 1.85349 1.76788 -0.30400
H 0.66672 -1.98015 1.05427
H 0.32632 -1.77343 -0.73803
H -0.78948 -0.20412 1.61817
H -2.52453 0.47239 -0.60065
```

Summary:
SMILES string = [H]/N=C1\NC(=O)C[C@@H]1S
Multiplicity = 1
Orbital gap = 9.98 eV
HOMO energy = -9.4 eV

Most stable of them? version two.

Version one
ORCA calculation (the ωB97M-V functional and the def2-TZVPD basis) on a molecular structure, C5H13NO.

The geometry in XYZ format:
```
20
C5H13NO, DFT the ωB97M-V functional and the def2-TZVPD basis
C 1.73006 -0.32284 -0.64520
C 2.10544 1.00059 -1.20135
N 1.61177 -0.45698 0.70618
H 1.35110 0.40605 1.17293
H 0.84805 -1.12984 0.95189
H 2.07852 -1.22272 -1.14255
H 0.18078 -0.39924 -1.05014
H 2.53979 0.92043 -2.19545
H 2.76837 1.56198 -0.54090
H 1.15356 1.57381 -1.26566
C -1.83748 -1.06372 1.64690
C -1.11395 -0.19977 -0.64050
C -1.39931 1.11972 -0.38806
O -1.00191 -1.25410 0.53277
H -1.69245 -0.71186 -1.40305
H -2.51249 -1.92520 1.71172
H -2.47364 -0.17145 1.68285
H -1.23159 -1.02417 2.55866
H -0.94382 1.64394 0.44072
H -2.16081 1.65538 -0.93177
```

Summary:
Multiplicity = 1
Orbital gap (alpha / beta) = 7.34 / 7.35 eV
HOMO energy (alpha / beta) = -7.0 / -7.0 eV

Version two
ORCA calculation (the ωB97M-V functional and the def2-TZVPD basis) on a single C5H13NO molecule.

The geometry in XYZ format:
```
20
C5H13NO, DFT the ωB97M-V functional and the def2-TZVPD basis
C -0.55605 0.82337 2.01165
N -0.85626 0.02183 0.83365
C 0.20657 -0.66403 0.02721
C 1.48249 -0.79482 0.83873
C 0.31794 0.01581 -1.32217
C -0.98015 -0.08262 -2.13667
O 0.86946 1.31845 -1.27328
H -1.39800 1.47810 2.22356
H -0.29864 0.22595 2.89450
H 0.31615 1.44315 1.79833
H -1.57008 -0.64662 1.04029
H -0.25283 -1.62666 -0.21911
H 1.79329 0.19890 1.14115
H 2.32361 -1.11261 0.20881
H 1.34028 -1.52408 1.62835
H 1.00336 -0.58940 -1.92501
H -1.16853 -1.12544 -2.39305
H -1.84777 0.26966 -1.56834
H -0.97075 0.53753 -3.03188
H 0.24591 1.83355 -0.77669
```

Summary:
SMILES string = CN[C@H](C)[C@@H](C)O
Multiplicity = 1
Orbital gap = 9.59 eV
HOMO energy = -8.7 eV

Version three
ORCA calculation (the ωB97M-V functional and the def2-TZVPD basis) on 2 unconnected molecules or ions with the total composition C5H13NO.

The geometry in XYZ format:
```
20
C5H13NO, DFT the ωB97M-V functional and the def2-TZVPD basis
C -2.03563 -0.50175 1.01742
C -1.04439 -0.62602 0.09238
N -1.12223 -0.40679 -1.27556
C 0.25170 -1.25850 0.60319
C 1.38253 -0.25611 0.93964
C 2.54614 0.03893 -0.01516
H -1.63640 -0.32185 2.00715
H -3.09271 -0.53420 0.82919
H -0.43389 -0.97010 -1.76098
H -2.03550 -0.63590 -1.65789
H -0.04434 -1.75984 1.51045
H 0.57871 -2.00092 -0.12659
H 0.88099 0.68054 1.15467
H 1.76948 -0.54698 1.93381
H 3.01256 -0.91797 -0.29469
H 2.06455 0.40717 -0.95579
H 3.24694 0.81149 0.29086
O -0.15405 2.41941 -0.91913
H -0.66301 3.22226 -1.05751
H -0.79600 1.69330 -1.04917
```

Summary:
SMILES string = C=C(N)CCC.O
Multiplicity = 1
Orbital gap = 9.12 eV
HOMO energy = -8.2 eV

Version four
ORCA calculation (the ωB97M-V functional and the def2-TZVPD basis) on 2 unconnected molecules or ions with the total composition C5H13NO.

The geometry in XYZ format:
```
20
C5H13NO, DFT the ωB97M-V functional and the def2-TZVPD basis
C -2.36808 -1.06616 0.00689
C -0.90776 -1.38553 -0.16989
C -0.16437 -0.74707 -1.08331
N 1.24017 -0.61420 -1.10908
C 1.73547 0.64952 -0.54285
C 2.47698 0.43302 0.77173
H -2.63639 -0.27936 -0.69507
H -2.53419 -0.73448 1.03274
H -3.06057 -1.86737 -0.27607
H -0.42043 -2.12532 0.46179
H -0.64888 0.02316 -1.68193
H 1.61252 -1.36238 -0.53234
H 2.36272 1.15198 -1.28056
H 0.89541 1.31337 -0.30707
H 2.52412 1.31737 1.39558
H 1.91621 -0.20457 1.45107
H 3.45678 0.03257 0.55520
O -1.77172 2.07515 0.39310
H -2.29913 2.20844 1.19563
H -1.40887 1.18186 0.41446
```

Summary:
SMILES string = C/C=C/NCC.O
Multiplicity = 1
Orbital gap = 9.24 eV
HOMO energy = -8.4 eV

Most stable of them? version two.

Version one
ORCA calculation (the ωB97M-V functional and the def2-TZVPD basis) on 2 unconnected molecules or ions with the total composition C4H11N2O.

The geometry in XYZ format:
```
18
C4H11N2O, DFT the ωB97M-V functional and the def2-TZVPD basis
C -0.58286 0.06603 1.21695
C -2.56079 -1.11015 2.00003
N -2.00642 -0.03720 1.61319
H -0.22808 1.03569 1.55283
H -0.58317 0.04957 0.13960
H -0.04821 -0.74080 1.70661
H -1.93602 -1.97957 2.17384
H -3.62732 -1.19004 2.15246
H -2.58767 0.77401 1.40891
C 1.62202 -0.62685 -0.87168
C 1.37538 0.77024 -1.40461
N 1.95442 1.06040 -2.70166
O 0.70414 1.60305 -0.83357
H 2.43480 -1.09012 -1.41950
H 0.69808 -1.19259 -0.98305
H 1.89331 -0.55126 0.18179
H 1.15812 1.15445 -3.32924
H 2.32028 2.00515 -2.60289
```

Summary:
Total charge = +1
Multiplicity = 1
Orbital gap = 7.76 eV
HOMO energy = -12.9 eV

Version two
ORCA calculation (the ωB97M-V functional and the def2-TZVPD basis) on a gas-phase ion, C4H11N2O (charge +1).

The geometry in XYZ format:
```
18
C4H11N2O, DFT the ωB97M-V functional and the def2-TZVPD basis
O -2.30855 -0.90039 -0.41700
C -1.47753 -1.14577 0.67781
N -0.42329 -0.09255 0.67020
C 1.06642 -0.53730 0.67219
C 1.77050 0.37890 -0.27797
N 0.74400 1.14557 -1.10066
C -0.42131 1.13924 0.04991
H -2.90108 -1.62886 -0.58471
H -2.03719 -1.06130 1.63899
H -0.94286 -2.01790 0.62870
H 1.01572 -1.52668 0.31050
H 1.44308 -0.56457 1.62660
H 2.33982 1.08951 0.29996
H 2.43779 -0.28221 -0.90280
H 0.90335 2.13120 -1.40360
H 0.36451 0.54047 -1.82643
H -1.35273 1.31472 -0.65197
H -0.22064 2.01791 0.59028
```

Summary:
SMILES string = OCN1CC[NH2+]C1
Total charge = +1
Multiplicity = 1
Orbital gap = 10.22 eV
HOMO energy = -13.5 eV

Most stable of them? version one.

Version one
ORCA calculation (the ωB97M-V functional and the def2-TZVPD basis) on 2 unconnected molecules or ions with the total composition CH3BrNO2.

The geometry in XYZ format:
```
8
CH3BrNO2, DFT the ωB97M-V functional and the def2-TZVPD basis
C -0.02052 -0.54175 -0.06247
N -2.35221 -1.22237 -1.77101
O -2.32894 -0.22068 -1.08105
O 0.46937 -1.07770 -1.12377
Br -3.05134 -2.80723 -0.72433
H 0.47271 0.26480 0.59633
H -0.24126 -1.46145 0.63955
H -1.23173 -0.32348 -0.24469
```

Summary:
Total charge = -1
Multiplicity = 1
Orbital gap (alpha / beta) = 8.08 / 7.17 eV
HOMO energy (alpha / beta) = -4.1 / -3.3 eV

Version two
ORCA calculation (the ωB97M-V functional and the def2-TZVPD basis) on 2 unconnected molecules or ions with the total composition CH3BrNO2.

The geometry in XYZ format:
```
8
CH3BrNO2, DFT the ωB97M-V functional and the def2-TZVPD basis
C 0.21292 -0.40719 0.03520
N 0.71226 -0.54828 -2.96810
O 0.23010 0.40740 -2.35025
O 1.28088 -1.07466 0.13192
Br -0.47834 -1.85638 -3.78060
H 0.00001 0.16181 0.84079
H -0.67257 -1.08698 -0.24908
H 0.06394 0.28324 -1.02481
```

Summary:
Total charge = -1
Multiplicity = 1
Orbital gap = 6.81 eV
HOMO energy = -3.1 eV

Most stable of them? version one.

Version one
ORCA calculation (the ωB97M-V functional and the def2-TZVPD basis) on a single C6H10O molecule.

The geometry in XYZ format:
```
17
C6H10O, DFT the ωB97M-V functional and the def2-TZVPD basis
C 2.50331 -0.38692 0.14766
C 1.13660 -0.34105 0.71973
C -1.23450 -0.44647 -1.05985
C -1.65373 0.58204 -0.05037
C -2.08475 -0.83929 0.12178
O -0.79144 1.16855 0.88761
C 0.58078 1.01553 0.65269
H 2.98268 0.55883 -0.15794
H 2.36788 -1.00364 -0.75735
H 3.17619 -0.98163 0.77445
H -0.21503 -0.82119 -1.05898
H -1.68281 -0.39150 -2.04819
H -2.40266 1.29861 -0.38181
H -3.12538 -1.10924 -0.03109
H -1.56144 -1.37821 0.90641
H 0.91547 1.62909 -0.20718
H 1.08884 1.44649 1.54242
```

Summary:
Multiplicity = 1
Orbital gap = 8.75 eV
HOMO energy = -8.6 eV

Version two
ORCA calculation (the ωB97M-V functional and the def2-TZVPD basis) on a single C6H10O molecule.

The geometry in XYZ format:
```
17
C6H10O, DFT the ωB97M-V functional and the def2-TZVPD basis
C -0.78691 0.49755 1.94691
C -0.02779 1.39876 0.96918
C 0.68028 0.09188 0.56444
C 0.67721 -0.24227 -0.90600
C 0.73123 -1.64874 -1.42602
C -0.53896 -0.85046 -1.53985
O -0.24346 -0.68960 1.34702
H -0.45540 0.60374 2.98811
H -1.88161 0.51650 1.91607
H 0.57481 2.19712 1.40807
H -0.64221 1.79720 0.15673
H 1.69437 -0.00352 0.98089
H 1.21446 0.50120 -1.49423
H 0.74229 -2.46983 -0.71438
H 1.31142 -1.82250 -2.32882
H -0.85238 -0.49289 -2.51609
H -1.34318 -1.13720 -0.86836
```

Summary:
SMILES string = C1C[C@H](C2CC2)O1
Multiplicity = 1
Orbital gap = 10.81 eV
HOMO energy = -9.6 eV

Most stable of them? version two.

Version one
ORCA calculation (the ωB97M-V functional and the def2-TZVPD basis) on a single C6H10O molecule.

The geometry in XYZ format:
```
17
C6H10O, DFT the ωB97M-V functional and the def2-TZVPD basis
C -1.80422 0.10551 -0.58825
C -0.85075 0.41324 0.54856
C -0.01161 -0.86668 0.85541
C 0.93581 -1.12074 -0.42289
C 1.57407 -0.01770 -0.82209
C 1.36405 1.06417 0.18365
O 0.01229 1.50007 0.20289
H -2.57548 -0.58757 -0.23449
H -1.25186 -0.36938 -1.40395
H -2.27792 1.01183 -0.96850
H -1.42857 0.76330 1.42053
H -0.65212 -1.73094 0.96339
H 0.40099 -0.73025 1.88386
H 0.90942 -1.99673 -1.09533
H 2.13853 0.13808 -1.74173
H 1.49826 0.49492 1.11145
H 2.01911 1.92885 0.10748
```

Summary:
SMILES string = C[C@H]1CC=CCO1
Multiplicity = 1
Orbital gap = 10.48 eV
HOMO energy = -9.4 eV

Version two
ORCA calculation (the ωB97M-V functional and the def2-TZVPD basis) on a single C6H10O molecule.

The geometry in XYZ format:
```
17
C6H10O, DFT the ωB97M-V functional and the def2-TZVPD basis
C -0.08885 -2.33216 0.60379
C -0.31643 -1.15419 0.49373
C -0.31159 0.28582 0.17283
C -1.56748 0.68508 -0.60955
C -0.19185 1.12550 1.44858
O 0.82441 0.61927 -0.64835
C 1.70808 -0.37316 -1.13376
H 0.18440 -3.36306 0.64930
H -1.43233 1.71068 -0.96157
H -2.46392 0.64530 0.01757
H -1.71704 0.03813 -1.47800
H -1.11207 1.08703 2.04061
H -0.00330 2.16125 1.15525
H 0.64305 0.78140 2.06427
H 1.78365 -0.28805 -2.22182
H 2.70135 -0.24822 -0.68847
H 1.35991 -1.38062 -0.90440
```

Summary:
SMILES string = C#CC(C)(C)OC
Multiplicity = 1
Orbital gap = 10.59 eV
HOMO energy = -9.6 eV

Version three
ORCA calculation (the ωB97M-V functional and the def2-TZVPD basis) on a single C6H10O molecule.

The geometry in XYZ format:
```
17
C6H10O, DFT the ωB97M-V functional and the def2-TZVPD basis
C 1.93301 -0.48271 0.15873
C 0.55376 0.06532 0.50508
C 0.17166 1.28365 -0.35679
C -1.33269 1.24333 -0.35697
C -1.79432 0.07437 0.08470
C -0.67141 -0.88321 0.42304
O -0.52726 -1.89499 -0.57176
H 2.01675 -0.70749 -0.90900
H 2.68336 0.28185 0.39808
H 2.19110 -1.38632 0.71953
H 0.57048 0.40190 1.55042
H 0.55291 1.17856 -1.38323
H 0.58718 2.21609 0.04216
H -1.94751 2.07132 -0.70057
H -2.84405 -0.20673 0.13995
H -0.83047 -1.38559 1.38834
H -1.31250 -1.86934 -1.13169
```

Summary:
SMILES string = C[C@H]1CC=C[C@H]1O
Multiplicity = 1
Orbital gap = 10.64 eV
HOMO energy = -9.7 eV

Most stable of them? version three.